{
  "formula": "C68H57BNaO2P4Si",
  "method": "wB97M-V/def2-TZVPD",
  "symbols": ["Na", "C", "Si", "C", "C", "C", "C", "C", "C", "P", "C", "C", "C", "C", "C", "C", "C", "C", "C", "C", "C", "C", "C", "C", "C", "C", "C", "C", "P", "C", "C", "C", "C", "C", "C", "C", "C", "C", "C", "C", "C", "H", "H", "H", "H", "H", "H", "H", "H", "H", "H", "H", "H", "H", "H", "H", "H", "H", "H", "H", "H", "H", "H", "H", "H", "H", "H", "H", "H", "H", "H", "H", "C", "P", "C", "C", "C", "C", "C", "C", "C", "C", "C", "C", "C", "C", "P", "C", "C", "C", "C", "C", "C", "C", "C", "C", "C", "C", "C", "H", "H", "H", "H", "H", "H", "H", "H", "H", "H", "H", "H", "H", "H", "H", "H", "H", "H", "H", "H", "H", "H", "O", "B", "O", "C", "C", "C", "C", "C", "C", "H", "H", "H", "H"],
  "positions_angstrom": [[0.3503, -0.0958, -0.9772], [0.6543, -0.6311, 3.4596], [-0.1372, 0.2261, 1.9107], [-1.8949, -0.5626, 2.1750], [-2.8457, -0.0975, 3.0983], [-4.0470, -0.7569, 3.3085], [-4.3365, -1.9239, 2.6063], [-3.4195, -2.4144, 1.6922], [-2.2145, -1.7389, 1.4663], [-1.0211, -2.3092, 0.1870], [-1.0118, -4.1341, 0.4830], [0.0057, -4.6118, 1.3133], [0.1325, -5.9665, 1.5892], [-0.7518, -6.8746, 1.0224], [-1.7654, -6.4155, 0.1923], [-1.8952, -5.0577, -0.0741], [-2.0354, -2.1617, -1.3414], [-3.0877, -1.2561, -1.4495], [-3.7145, -1.0400, -2.6739], [-3.3029, -1.7305, -3.8016], [-2.2467, -2.6316, -3.7093], [-1.6077, -2.8287, -2.4964], [-0.4880, 2.0225, 2.5159], [-0.2587, 2.5088, 3.8118], [-0.4510, 3.8444, 4.1366], [-0.9099, 4.7403, 3.1755], [-1.1550, 4.2915, 1.8852], [-0.9189, 2.9577, 1.5455], [-1.2255, 2.3274, -0.1622], [-2.9635, 2.9441, -0.3623], [-3.9463, 2.2638, 0.3631], [-5.2752, 2.6535, 0.3083], [-5.6560, 3.7275, -0.4880], [-4.6957, 4.3954, -1.2317], [-3.3595, 4.0073, -1.1716], [-0.3122, 3.4762, -1.2708], [-0.4062, 3.1825, -2.6365], [0.2796, 3.9366, -3.5761], [1.0973, 4.9843, -3.1654], [1.2258, 5.2643, -1.8123], [0.5251, 4.5149, -0.8708], [0.0097, -0.5994, 4.3494], [1.6270, -0.1940, 3.7223], [0.8222, -1.6907, 3.2210], [-2.6316, 0.8058, 3.6651], [-4.7645, -0.3682, 4.0235], [-5.2745, -2.4427, 2.7699], [-3.6414, -3.3230, 1.1445], [0.7073, -3.9023, 1.7406], [0.9291, -6.3157, 2.2360], [-0.6467, -7.9352, 1.2195], [-2.4608, -7.1190, -0.2518], [-2.6879, -4.7163, -0.7291], [-3.4129, -0.6994, -0.5774], [-4.5242, -0.3217, -2.7406], [-3.7813, -1.5516, -4.7572], [-1.9024, -3.1561, -4.5929], [-0.7519, -3.4923, -2.4398], [0.0811, 1.8199, 4.5811], [-0.2539, 4.1931, 5.1454], [-1.0781, 5.7803, 3.4324], [-1.5470, 4.9801, 1.1431], [-3.6594, 1.4209, 0.9814], [-6.0180, 2.1132, 0.8835], [-6.6930, 4.0412, -0.5274], [-4.9832, 5.2277, -1.8641], [-2.6243, 4.5450, -1.7573], [-1.0075, 2.3385, -2.9588], [0.1931, 3.6900, -4.6283], [1.6416, 5.5669, -3.8990], [1.8729, 6.0690, -1.4817], [0.6338, 4.7479, 0.1816], [4.6639, -1.0856, 0.3952], [3.1927, 0.0213, 0.0547], [3.3910, 1.3134, 1.3517], [2.7809, 2.5658, 1.2283], [2.8021, 3.4891, 2.2631], [3.3868, 3.1666, 3.4777], [3.9320, 1.9037, 3.6460], [3.9328, 0.9925, 2.5981], [3.6534, 0.7282, -1.5891], [4.1235, -0.1946, -2.5299], [4.3603, 0.1643, -3.8461], [4.0966, 1.4553, -4.2777], [3.6006, 2.3769, -3.3709], [3.3796, 2.0202, -2.0457], [6.3860, -0.7067, -0.2295], [7.3903, -1.6761, 0.9757], [6.8994, -2.7633, 1.6961], [7.7324, -3.5012, 2.5334], [9.0713, -3.1695, 2.6589], [9.5808, -2.1015, 1.9282], [8.7517, -1.3723, 1.0907], [6.6962, 1.0118, 0.3458], [6.6240, 2.0092, -0.6274], [6.7830, 3.3468, -0.2875], [7.0370, 3.6995, 1.0294], [7.1324, 2.7123, 2.0029], [6.9587, 1.3780, 1.6648], [4.4033, -2.0543, -0.0374], [4.6923, -1.2337, 1.4723], [2.2330, 2.8157, 0.3351], [2.3290, 4.4560, 2.1316], [3.3822, 3.8784, 4.2953], [4.3550, 1.6162, 4.6019], [4.3613, 0.0154, 2.7803], [4.2836, -1.2270, -2.2463], [4.7256, -0.5792, -4.5437], [4.2420, 1.7262, -5.3171], [3.3637, 3.3848, -3.6871], [3.0090, 2.7869, -1.3849], [5.8578, -3.0476, 1.6106], [7.3271, -4.3364, 3.0931], [9.7166, -3.7406, 3.3160], [10.6285, -1.8376, 2.0144], [9.1570, -0.5433, 0.5204], [6.4288, 1.7305, -1.6579], [6.7050, 4.1111, -1.0525], [7.1564, 4.7423, 1.3007], [7.3255, 2.9862, 3.0339], [7.0196, 0.6189, 2.4362], [-0.5270, 0.1809, -3.9385], [0.5750, -0.5009, -3.2678], [1.3517, -1.0444, -4.3557], [0.7669, -0.7013, -5.5381], [1.1630, -0.9978, -6.8244], [0.3643, -0.5234, -7.8722], [-0.7836, 0.2178, -7.6185], [-1.1746, 0.5144, -6.3073], [-0.3800, 0.0422, -5.2853], [2.0618, -1.5738, -7.0117], [0.6424, -0.7425, -8.8968], [-1.3857, 0.5696, -8.4475], [-2.0679, 1.0927, -6.0993]],
  "mulliken_charge": [2.0717, -1.5796, 0.2611, 1.0726, -0.3462, -0.8847, -0.8084, -0.0649, -0.3767, 0.5763, 0.3497, -0.6805, -0.6115, -0.4526, -0.7850, -0.0613, 0.4810, -0.3118, -0.5138, -0.4461, -0.5712, -1.0672, 0.6297, -0.3556, -0.7113, -1.0312, -0.3438, -0.0204, 1.1228, 0.3610, -0.2461, -0.7730, -0.6051, -0.6541, -0.4920, 0.8731, -0.7973, -0.4605, -0.8559, -0.3951, -0.8123, 0.4923, 0.2596, 0.1412, 0.3328, 0.4110, 0.3881, 0.3295, 0.2162, 0.4053, 0.3719, 0.3858, 0.3555, 0.0951, 0.3947, 0.3966, 0.3170, 0.4590, 0.3214, 0.4177, 0.3653, 0.5126, 0.0870, 0.4613, 0.3596, 0.4168, 0.3391, 0.6158, 0.4027, 0.3572, 0.3734, 0.0702, -2.2779, -0.0457, 2.5741, 0.4006, -0.6897, -1.0327, -0.6925, -1.1511, 1.7793, -0.6876, -0.9165, -0.9461, -0.7638, -0.0869, -0.2821, 0.6607, -0.3756, -0.6627, -0.4355, -0.6280, -0.3994, -0.0010, -0.4411, -0.5211, -0.4828, -0.5987, 0.2056, 0.9628, 0.9686, -1.0653, 0.3323, 0.3890, 0.3941, 0.0987, 0.3896, 0.4136, 0.3982, 0.4239, 0.1958, 0.3868, 0.3818, 0.3623, 0.3763, 0.4065, 0.3435, 0.4495, 0.3844, 0.3682, 0.3971, 0.3188, -0.4048, -0.6353, 0.7684, -1.1225, -0.4789, -0.6823, -0.7371, 0.4413, 0.4409, 0.3888, 0.3951, 0.5121],
  "e_lumo_ev": 2.0,
  "e_above_lowest_kj_mol": 75.9,
  "charge": -1,
  "orbital_gap_ev": 5.1728
}